Entry 1:
C3H8N2S | ωB97M-V with the def2-TZVPD basis set

The geometry in XYZ format:
```
14
Properties=species:S:1:pos:R:3:forces:R:3
S 1.9349 -0.5248 -0.1738 0.152 -0.582 -1.917
N -1.7815 0.1697 -0.1061 2.304 2.158 1.163
N -2.1057 -1.2258 -0.0520 0.728 0.446 -4.213
C -0.5864 0.5774 0.2992 -1.334 0.386 -4.292
C -0.0818 2.0389 -0.2127 0.753 -1.249 0.512
C 0.4484 -0.3300 0.7764 -1.330 -0.655 2.590
H -1.2937 -1.5878 -1.1925 -3.504 0.678 3.815
H -0.0403 -1.3443 0.9136 0.776 1.242 0.525
H 1.3887 -1.1206 -1.3804 0.583 0.935 1.948
H -1.1150 2.4442 -0.3416 1.253 0.925 0.204
H 0.7198 2.5195 0.7275 -2.696 -1.147 -3.325
H 0.4648 1.9916 -1.4046 -1.479 -0.036 4.063
H -3.1613 -1.1022 -0.3880 3.020 -1.172 0.269
H 0.6092 0.2722 1.7761 0.774 -1.931 -1.341
```
Positions in Å, forces in eV/Å.

Values from the calculation:
ΔE to the lowest compared entry with this formula, charge and spin = 610.0 kJ/mol
LUMO energy = -0.0011 Eh
Orbital gap = 8.733 eV
E_HOMO = -0.3221 Eh

=====

Entry 2:
C3H3NO4 | ωB97M-V with the def2-TZVPD basis set

The geometry in XYZ format:
```
11
Properties=species:S:1:pos:R:3:forces:R:3
O -0.0775 -0.2018 1.2736 0.852 1.456 -4.378
O -1.8827 0.8871 1.3488 -2.409 5.759 -4.523
O 1.8909 -1.2975 0.9036 -2.199 1.768 1.846
O 0.7033 -0.7163 -2.2901 0.531 5.103 0.088
N -0.7638 0.4606 -0.8885 0.815 -0.161 4.123
C 0.8333 -0.6537 0.2959 1.519 -2.014 2.456
C -0.9234 0.6009 0.4107 -0.206 -3.358 1.815
C 0.4498 -0.4299 -0.9276 -3.189 2.494 -4.537
H 0.6044 0.5069 -2.8403 0.444 -5.469 2.476
H 1.5819 -0.9555 1.8309 1.907 -1.535 -1.598
H -2.4161 1.7993 0.8831 1.934 -4.042 2.231
```
Positions in Å, forces in eV/Å.

Values from the calculation:
ΔE to the lowest compared entry with this formula, charge and spin = 556.4 kJ/mol
LUMO energy = 0.0010 Eh
Orbital gap = 8.667 eV
E_HOMO = -0.3175 Eh

=====

Entry 3:
C4H6LiO2Ru | ωB97M-V with the def2-TZVPD basis set

The geometry in XYZ format:
```
14
Properties=species:S:1:pos:R:3:forces:R:3
Ru 3.0886 0.8330 -0.4986 3.038 2.153 -0.746
O -2.1198 1.4792 0.3405 0.525 -1.557 -0.922
O 1.4901 -0.3895 -0.0753 -3.019 -1.671 0.367
C 0.3041 -0.0299 -0.3019 0.907 1.095 -0.478
C -2.1389 0.1239 0.4083 -3.194 -0.283 -1.134
C -2.1261 -0.6986 -0.7824 0.096 1.101 -0.886
C -0.8398 -0.7219 0.1608 -0.069 -1.147 1.066
Li 1.8798 -2.1774 0.6053 0.544 -0.826 0.313
H -2.9441 -0.3521 1.0401 1.132 0.506 1.160
H -2.0666 -0.2250 -1.7623 0.419 -0.055 0.031
H -1.8377 1.8693 1.1750 -0.151 0.672 1.093
H -0.7096 -1.5720 0.8328 -0.126 0.120 -0.136
H -2.5898 -1.6837 -0.7968 -0.176 0.041 0.333
H 0.1389 0.8955 -0.8759 0.075 -0.151 -0.062
```
Positions in Å, forces in eV/Å.

Values from the calculation:
Total charge = +3
ΔE to the lowest compared entry with this formula, charge and spin = 0.0 kJ/mol
Multiplicity = 7
Expectation value of S² = 12.0183
LUMO energy (alpha / beta) = -0.5122 / -0.6636 Eh
Orbital gap (alpha / beta) = 5.281 / 4.522 eV
E_HOMO (alpha / beta) = -0.7063 / -0.8298 Eh

=====

Entry 4:
C4H7N2 | ωB97M-V with the def2-TZVPD basis set

The geometry in XYZ format:
```
13
Properties=species:S:1:pos:R:3:forces:R:3
N 0.2405 -0.8013 0.5484 -4.235 0.962 1.816
N 1.6658 0.5035 -0.1828 -2.968 4.236 2.317
C -1.1256 -0.8870 -0.0639 -1.624 -0.475 1.950
C 1.3759 -0.7719 -0.1237 2.777 -3.301 -1.695
C 0.1166 0.6226 0.6169 2.467 2.206 0.006
C -1.1093 0.6494 -0.2422 -0.454 2.486 1.361
H 2.2967 1.2276 -0.4625 0.370 -0.156 -0.867
H -1.9446 -1.0988 0.7330 1.514 -0.168 -1.329
H -1.9136 1.4293 0.1431 1.209 -2.268 -0.778
H -1.0566 -1.6061 -0.8399 -0.636 -0.423 -0.969
H 1.8983 -1.5717 -0.4246 1.881 -2.600 -1.010
H 0.2897 1.2700 1.4637 -0.113 -0.278 0.464
H -0.7339 1.0345 -1.1656 -0.188 -0.220 -1.267
```
Positions in Å, forces in eV/Å.

Values from the calculation:
Total charge = +1
ΔE to the lowest compared entry with this formula, charge and spin = 363.5 kJ/mol
Multiplicity = 3
Expectation value of S² = 2.0103
LUMO energy (alpha / beta) = -0.1373 / -0.3102 Eh
Orbital gap (alpha / beta) = 7.359 / 8.176 eV
E_HOMO (alpha / beta) = -0.4077 / -0.6107 Eh

=====

Entry 5:
C3H4N2O | ωB97M-V with the def2-TZVPD basis set

The geometry in XYZ format:
```
10
Properties=species:S:1:pos:R:3:forces:R:3
O -1.6122 0.7701 -0.1243 -0.151 -0.136 -0.644
N -0.5000 -1.1093 0.2383 -0.138 0.183 -0.012
N 1.7317 -0.2865 0.3660 -0.057 0.115 0.156
C -1.6392 -0.5472 -0.0246 0.233 -0.053 -0.565
C -0.2694 1.1260 -0.0214 0.003 -0.405 -0.510
C 0.3960 -0.0513 0.2199 0.075 -0.013 -0.160
H 2.3820 0.4601 0.2005 -0.005 -0.152 0.072
H -2.4926 -0.9917 -0.5195 -0.319 -0.355 1.007
H -0.0665 1.8596 -0.7868 0.504 0.643 0.774
H 2.0704 -1.2298 0.4519 -0.146 0.172 -0.118
```
Positions in Å, forces in eV/Å.

Values from the calculation:
ΔE to the lowest compared entry with this formula, charge and spin = 152.5 kJ/mol
LUMO energy = 0.0390 Eh
Orbital gap = 9.215 eV
E_HOMO = -0.2996 Eh
SMILES = Nc1cocn1

=====

Entry 6:
C12H26N2O3 | ωB97M-V with the def2-TZVPD basis set

The geometry in XYZ format:
```
43
Properties=species:S:1:pos:R:3:forces:R:3
O 2.1058 0.7402 2.1090 -0.159 0.028 0.387
O 1.3191 -1.7459 0.7261 0.136 -0.234 0.242
O -2.2592 -1.7475 -0.1211 -0.105 0.152 0.069
N 3.4258 0.7085 0.3006 0.535 -0.153 -0.084
N 4.6158 0.5274 1.0347 -0.029 -0.034 0.090
C -2.4589 -2.3157 -1.4005 -0.170 -0.257 0.013
C -1.6798 4.6397 0.5086 -0.079 -0.215 -0.076
C 2.2221 0.8116 0.8974 0.164 -0.075 -0.537
C -3.0093 -3.7438 -1.3461 0.127 0.289 -0.040
C -1.6939 3.3460 -0.2970 0.111 0.165 -0.133
C 0.7341 2.5868 0.0533 0.058 -0.044 -0.265
C 0.1488 -1.2756 0.0984 -0.782 0.117 -0.058
C 1.0606 1.0881 -0.0460 -0.147 0.046 0.493
C -1.0703 -2.1170 0.5376 0.363 -0.009 -0.109
C -0.3396 3.0471 -0.9443 -0.115 -0.054 0.178
C -3.3279 -4.2657 -2.7407 0.062 0.049 0.229
C -0.1189 0.2070 0.3673 0.367 -0.269 -0.316
H -3.7177 -5.2789 -2.6864 -0.036 -0.079 -0.088
H 1.6584 3.1438 -0.1174 0.003 0.032 0.094
H -2.2793 -4.4007 -0.8691 -0.025 -0.009 0.073
H 4.4417 0.9153 1.9631 0.019 -0.085 -0.245
H -0.4721 2.2801 -1.7102 0.040 -0.006 -0.100
H -1.5320 -2.2955 -1.9880 -0.029 0.024 -0.034
H 0.3282 -1.4299 -0.9729 -0.081 0.055 0.057
H -0.9453 4.5940 1.3088 0.077 0.059 0.124
H 4.7851 -0.4731 1.1622 -0.238 0.248 0.018
H -1.0213 0.4869 -0.1738 -0.052 0.047 0.018
H -4.0719 -3.6359 -3.2232 -0.088 0.032 -0.115
H 1.3589 0.8485 -1.0719 0.011 0.012 -0.027
H 1.2961 -1.4750 1.6536 0.084 0.053 -0.019
H -3.9105 -3.7430 -0.7306 0.026 0.004 0.065
H -2.4331 -4.2743 -3.3596 0.061 -0.035 -0.131
H 0.0006 3.9516 -1.4529 -0.008 -0.011 -0.091
H 3.5498 0.7699 -0.6975 -0.138 0.105 0.199
H -2.4477 3.4303 -1.0836 -0.059 -0.072 0.036
H -0.2956 0.3486 1.4367 -0.082 0.050 0.027
H -1.4335 5.4842 -0.1318 0.029 0.119 -0.039
H -3.1898 -1.6630 -1.8870 0.097 -0.069 -0.082
H -2.6559 4.8200 0.9530 -0.051 0.089 0.089
H -1.9846 2.5183 0.3515 -0.063 -0.087 -0.019
H -0.8381 -3.1791 0.3949 -0.002 0.041 0.035
H -1.2561 -1.9438 1.6026 0.111 -0.055 -0.020
H 0.4142 2.7953 1.0745 0.059 0.034 0.093
```
Positions in Å, forces in eV/Å.

Values from the calculation:
ΔE to the lowest compared entry with this formula, charge and spin = 17.6 kJ/mol
LUMO energy = 0.0307 Eh
Orbital gap = 10.129 eV
E_HOMO = -0.3415 Eh
SMILES = CCCC[C@H](C[C@@H](O)COCCC)C(=O)NN

=====

Entry 7:
C9H23BBrN3O4P | ωB97M-V with the def2-TZVPD basis set

The geometry in XYZ format:
```
42
Properties=species:S:1:pos:R:3:forces:R:3
Br -3.6106 0.6247 0.7591 -0.206 -0.153 0.024
P 1.6591 1.0808 -1.6994 0.379 0.540 -0.070
O -1.0870 -0.4645 -0.9451 -0.376 -0.158 0.279
O 0.3310 -2.0616 0.0610 -0.298 0.390 -0.054
O -1.9937 -2.5838 -0.1921 0.748 -0.100 0.102
O -0.5264 -2.0357 2.7900 -0.010 0.200 -0.193
N -2.4860 -2.0114 3.9231 -0.038 0.117 -0.101
N -0.7785 -0.5647 4.4944 -0.095 0.107 -0.158
N 0.1018 1.5693 -0.7650 -0.321 -0.769 -0.348
C 1.9495 -1.5254 -2.8680 -0.226 0.089 -0.363
C -1.2252 -1.5631 3.6821 0.040 -0.192 0.148
C 3.7040 1.2765 0.1282 -0.133 0.025 -0.315
C -2.1041 1.5035 0.0013 0.401 0.533 -0.401
C 1.1876 -0.1896 -2.9455 -0.005 -0.273 -0.099
C -2.2313 2.0525 -1.4100 0.307 0.227 -0.112
C 2.6104 0.3053 -0.3468 0.032 -0.053 0.349
C -0.8776 0.6043 -0.1103 -0.046 -0.275 0.282
C -0.7641 2.4158 -1.7108 0.100 0.311 0.282
B -0.9316 -1.7383 -0.3310 -0.008 -0.310 0.015
H 1.4491 0.2988 -3.8901 -0.067 0.012 0.102
H -0.5411 3.4610 -1.4923 -0.046 -0.091 -0.027
H -1.3196 -0.1841 5.2478 0.010 -0.043 0.044
H 1.9714 0.0044 0.4901 -0.022 -0.104 -0.174
H 4.3750 1.5257 -0.6980 0.032 -0.091 0.132
H 0.1669 -0.2560 4.3700 0.048 -0.051 0.050
H 3.2780 2.2278 0.4595 0.033 -0.090 0.147
H 0.4697 2.1164 0.0105 0.014 0.391 -0.199
H -3.0675 -1.6559 4.6585 0.020 -0.022 0.042
H -2.7386 -2.2386 0.2935 -0.526 0.301 -0.204
H 0.2888 -2.6032 0.8600 0.077 -0.290 0.091
H 3.0562 -0.6126 -0.7327 -0.068 0.013 0.070
H -2.8331 2.9582 -1.4569 -0.171 -0.178 -0.021
H 4.2814 0.8327 0.9379 0.001 0.086 0.000
H 1.8268 -2.0369 -3.8265 -0.024 0.019 0.107
H -0.5589 0.2762 0.8863 0.509 0.233 -0.145
H -2.8182 -2.7797 3.3709 0.027 -0.065 0.027
H 1.5582 -2.1764 -2.0909 0.143 0.078 0.140
H -2.6050 1.3047 -2.1077 -0.044 0.033 0.094
H -1.8460 2.3529 0.6433 -0.157 -0.262 0.232
H 0.1111 -0.3607 -2.9694 0.067 0.039 0.072
H -0.4549 2.2286 -2.7370 -0.047 -0.137 0.068
H 3.0231 -1.3779 -2.7419 -0.054 -0.037 0.084
```
Positions in Å, forces in eV/Å.

Values from the calculation:
Total charge = +1
ΔE to the lowest compared entry with this formula, charge and spin = 0.0 kJ/mol
LUMO energy = -0.0984 Eh
Orbital gap = 9.732 eV
E_HOMO = -0.4560 Eh

=====

Entry 8:
C3H3O2Sn | ωB97M-V with the def2-TZVPD basis set

The geometry in XYZ format:
```
9
Properties=species:S:1:pos:R:3:forces:R:3
Sn -1.5197 -1.1595 -0.4989 -1.817 -2.915 -1.073
O -0.7235 1.9719 0.2555 -7.478 -2.050 -1.891
O -2.5350 0.6503 -0.4116 -3.033 -1.516 -0.921
C 0.1331 -0.1604 0.0590 2.701 0.915 0.812
C -2.0256 1.6576 -0.1009 9.896 4.665 3.129
C 1.4418 -0.6814 0.3028 -0.444 0.768 0.288
H 1.4302 -0.5014 -0.8464 0.487 -0.135 0.043
H 1.5945 -1.7588 0.4918 -0.117 0.502 0.119
H 2.2043 -0.0184 0.7487 -0.195 -0.235 -0.507
```
Positions in Å, forces in eV/Å.

Values from the calculation:
Total charge = +1
ΔE to the lowest compared entry with this formula, charge and spin = 417.6 kJ/mol
LUMO energy (alpha / beta) = -0.2632 / -0.2595 Eh
Orbital gap (alpha / beta) = 6.444 / 6.330 eV
E_HOMO (alpha / beta) = -0.5000 / -0.4921 Eh

=====

Q: The highest ΔE to the lowest compared entry with this formula, charge and spin belongs to which entry?
A: C3H8N2S